No. 1
DFT (ωB97M-V with the def2-TZVPD basis set) results for C20H24ClN3O5S in the gas phase in a non-equilibrium geometry.

Cartesian coordinates (Å):
O 3.15045 2.34686 -2.04929
C 3.10110 1.20105 -1.66041
C 4.31245 0.26518 -1.80260
N 4.37001 -0.81902 -0.85494
C 4.34547 -2.15700 -1.38826
C 2.91526 -2.61996 -1.74456
O 1.97945 -2.28122 -0.74608
C 4.40048 -0.55218 0.50513
C 4.50324 0.76715 0.96503
C 4.53399 1.05223 2.31524
C 4.46309 0.04179 3.25829
C 4.35930 -1.26527 2.82081
C 4.32340 -1.56149 1.47146
N 2.01873 0.60074 -1.10421
C 0.78770 1.15963 -0.78859
C 0.46682 2.49907 -1.01522
C -0.77953 2.98761 -0.67162
C -1.72462 2.14808 -0.09637
Cl -3.27639 2.73076 0.32858
C -1.40799 0.81895 0.13348
S -2.60446 -0.28778 0.88457
O -3.08629 0.26755 2.11158
O -2.00517 -1.59381 0.92872
N -3.83054 -0.20515 -0.25440
C -3.64516 -1.08316 -1.39208
C -4.18045 -2.48713 -1.09119
O -5.52345 -2.43706 -0.66010
C -5.65676 -1.64921 0.50355
C -5.19063 -0.21469 0.24944
C -0.16850 0.32424 -0.20890
H 5.21262 0.89178 -1.75324
H 4.26872 -0.15233 -2.81182
H 4.95856 -2.20030 -2.29433
H 4.79136 -2.84330 -0.66752
H 2.56521 -2.10802 -2.64478
H 2.91439 -3.69963 -1.93800
H 2.20883 -2.71997 0.08194
H 4.56046 1.58886 0.27121
H 4.61424 2.08183 2.63089
H 4.48506 0.26868 4.31245
H 4.29920 -2.07301 3.53572
H 4.24099 -2.60154 1.19330
H 2.09605 -0.38631 -0.85787
H 1.20112 3.14980 -1.46148
H -1.02617 4.02211 -0.84789
H -2.57826 -1.12207 -1.61341
H -4.18147 -0.64732 -2.24131
H -4.17311 -3.10673 -1.98952
H -3.54999 -2.94464 -0.31617
H -6.71443 -1.67701 0.77019
H -5.05584 -2.07816 1.32000
H -5.19989 0.36201 1.17359
H -5.82847 0.26754 -0.49816
H 0.03959 -0.71756 -0.01859

Output
**Energy**: -2175.36201 a.u.
**ΔE to the lowest compared entry with this formula, charge and spin**: 0.0 kcal/mol
**Orbital gap**: 0.314 Eh
**SMILES**: O=C(CN(CCO)c1ccccc1)Nc1ccc(Cl)c(S(=O)(=O)N2CCOCC2)c1
**Total charge**: 0


No. 2
DFT (ωB97M-V with the def2-TZVPD basis set) results for a molecular structure, C16H42As2F15N7O17 in a non-equilibrium geometry.

Cartesian coordinates (Å):
C 9.35867 -2.82051 0.13123
C 8.22555 -3.61926 -0.47491
C 6.92142 -2.87381 -0.60214
O 5.92211 -3.80492 -0.83655
C 4.64196 -3.20873 -1.06047
N 8.55676 -4.21235 -1.86400
H 9.34301 -4.85133 -1.75028
H 7.70985 -4.63938 -2.24552
H 8.97715 -3.53787 -2.50717
H 9.25336 -2.58667 1.18405
H 9.53664 -1.98516 -0.55073
H 10.28796 -3.39986 0.05471
H 8.05476 -4.53227 0.09765
H 7.05331 -2.13724 -1.41122
H 6.64053 -2.32547 0.30330
H 4.35750 -2.32690 -0.48032
H 3.79391 -3.87725 -0.91796
H 4.69411 -2.95504 -2.12190
C 1.72227 0.05142 -1.24978
C 0.44026 -0.13969 -0.47109
C -0.01129 1.15148 0.20012
O -1.34783 1.12862 0.70201
C -1.42253 0.27362 1.84722
N -0.69949 -0.51043 -1.44922
H -0.75044 -1.53288 -1.41126
H -1.63536 -0.11928 -1.31311
H -0.36476 -0.46517 -2.44130
H 2.16612 -0.88447 -1.60852
H 2.52450 0.43228 -0.60880
H 1.78986 0.66474 -2.14934
H 0.58884 -0.82995 0.36039
H 0.07557 1.94492 -0.55118
H 0.71164 1.44392 0.96821
H -0.79186 0.73841 2.60799
H -1.09399 -0.74681 1.64133
H -2.44649 0.20763 2.21274
C -4.97746 3.87661 0.91093
C -3.50307 4.12513 0.75580
C -2.73992 3.70957 2.01601
O -1.32337 3.86789 1.83954
C -0.61887 3.93212 3.07287
N -2.92068 3.35196 -0.40412
H -3.15937 3.81668 -1.27751
H -1.92107 3.23167 -0.21045
H -3.34392 2.41401 -0.43504
H -5.37443 4.37794 1.79692
H -5.31890 2.84215 0.95769
H -5.59724 4.31056 0.11732
H -3.29495 5.14467 0.43137
H -2.93800 2.68079 2.32121
H -3.04349 4.27387 2.90545
H -0.53375 2.96205 3.55964
H -1.15796 4.68011 3.66910
H 0.33127 4.41217 2.84381
N 4.05860 2.79499 -0.24480
O 3.26731 2.93645 0.70412
O 4.70393 1.70124 -0.30001
O 4.27905 3.70166 -1.06716
N -0.43967 4.42203 -2.31796
O -1.31580 3.78153 -2.93165
O -0.77618 5.01674 -1.23637
O 0.70955 4.48278 -2.75800
N 2.06093 -1.92195 3.25159
O 3.14590 -2.57309 3.30811
O 1.93789 -0.97691 2.44865
O 1.08482 -2.24567 3.97161
N 0.72048 -0.11547 -5.10770
O 0.57657 -0.79441 -4.04084
O 1.63459 -0.35499 -5.93863
O -0.05442 0.83542 -5.30600
As -4.78044 1.49725 5.03518
F -4.54239 3.20823 5.43086
F -6.54530 1.64265 4.97583
F -5.01914 -0.20962 4.68435
F -3.03300 1.33329 4.95922
F -4.77686 1.10111 6.74454
F -4.86915 1.94646 3.34937
As -0.46344 -4.89443 -0.80097
F 0.24118 -6.28017 0.06006
F -1.20954 -6.07940 -1.81680
F -1.29024 -3.49151 -1.53546
F 0.36674 -3.84284 0.29331
F 0.96825 -4.76379 -1.84175
F -1.87601 -4.93037 0.27420
C -4.26752 0.22821 -2.52980
O -4.19143 0.14598 -1.03690
O -3.48822 1.24946 -2.84553
C -4.05906 -1.14127 -3.27070
F -2.78877 -1.37259 -3.56948
F -4.44411 -2.18745 -2.49222
F -4.78337 -1.20198 -4.41769
C -5.37880 -0.15082 -0.34173
C -4.90613 -0.87858 0.93315
H -5.19010 -0.22718 1.76954
H -5.50671 -1.77958 1.07447
H -3.84553 -1.06433 1.05254
H -5.94709 -0.92095 -0.87741
H -5.98404 0.74320 -0.14800
H -5.33172 0.50636 -2.65185

Output
**Energy**: -8266.26879 a.u.
**Orbital gap**: 0.069 Eh
**Total charge**: -4


No. 3
DFT (ωB97M-V with the def2-TZVPD basis set) results for 2 unconnected molecules or ions with the total composition C2H5N2O3.

Cartesian coordinates (Å):
O 0.54729 0.06900 2.09420
C 1.67049 -0.32891 1.73164
O 2.01686 -0.78678 0.62095
H 2.47608 -0.24483 2.49930
N -1.59884 0.22658 0.02161
C -1.16459 0.27257 -1.26804
N 0.12638 -0.10205 -1.43053
O -1.88951 0.60213 -2.21228
H -2.53966 0.51074 0.19497
H -0.93038 0.04606 0.78275
H 0.79756 -0.22695 -0.66819
H 0.48831 -0.03756 -2.36639

Output
**Energy**: -414.57623 a.u.
**ΔE to the lowest compared entry with this formula, charge and spin**: 0.4 kcal/mol
**Orbital gap**: 0.340 Eh
**Total charge**: -1


No. 4
DFT (ωB97M-V with the def2-TZVPD basis set) results for 2 unconnected molecules or ions with the total composition C2HF4NO in a non-equilibrium geometry.

Cartesian coordinates (Å):
N -0.74326 -0.25822 0.57856
C -1.26797 0.66343 -0.05404
F -0.72827 1.78187 -0.26113
F -2.46495 0.70188 -0.58840
H -1.35610 -1.15282 0.86630
O 2.30839 -0.06963 0.86799
C 1.68176 -0.40858 -0.03601
F 1.38768 0.35285 -1.11234
F 1.18272 -1.61077 -0.26094

Output
**Energy**: -606.26061 a.u.
**ΔE to the lowest compared entry with this formula, charge and spin**: 4.5 kcal/mol
**Orbital gap**: 0.460 Eh
**SMILES**: N=C(F)F.O=C(F)F
**Total charge**: 0


No. 5
DFT (ωB97M-V with the def2-TZVPD basis set) results for a molecular structure, C3H8IN2O4S2 in a non-equilibrium geometry.

Cartesian coordinates (Å):
C 0.71101 0.81185 -1.91498
C -0.71891 1.20081 -1.55086
C -1.50419 0.14079 -0.78500
N -0.80800 -0.60482 0.25917
S -0.51359 0.25884 1.64000
O -1.78671 0.46782 2.23745
O 0.19583 1.46443 1.35265
N 0.33039 -0.70981 2.65171
S 1.59603 -1.42829 2.05206
O 2.07655 -0.93318 0.80257
O 2.57557 -1.60052 3.05587
I 0.80262 -3.72276 1.60629
H 1.39474 1.34517 -1.27820
H 0.90588 -0.24648 -1.84679
H 0.92253 1.12023 -2.93093
H -0.68769 2.10215 -0.95857
H -1.27414 1.45011 -2.44634
H -1.83223 -0.60064 -1.50539
H -2.40899 0.56225 -0.37569
H 0.02332 -1.07792 -0.06501

Output
**Energy**: -1623.71693 a.u.
**Orbital gap**: 0.314 Eh
**Total charge**: -1